No. 1
{
  "formula": "C26H27ClNP2RuS",
  "method": "wB97M-V/def2-TZVPD",
  "elements": ["Ru", "Cl", "C", "C", "C", "C", "C", "C", "P", "C", "C", "C", "C", "C", "C", "C", "C", "C", "C", "C", "C", "H", "H", "H", "H", "H", "H", "H", "H", "H", "H", "H", "H", "H", "H", "S", "C", "C", "C", "C", "C", "N", "H", "H", "H", "H", "C", "P", "C", "C", "H", "H", "H", "H", "H", "H", "H", "H", "H"],
  "coordinates": [[-1.04466, -0.25744, -0.85666], [-1.75894, 2.30221, -0.76733], [-0.81791, 3.05550, 0.52451], [-1.25003, 4.27768, 0.99244], [-0.51900, 4.88214, 2.00896], [0.61266, 4.27004, 2.52698], [1.03566, 3.04573, 2.02987], [0.32118, 2.42210, 1.01026], [0.81607, 0.87631, 0.24167], [2.08635, 0.08033, 1.21626], [1.77927, -0.30508, 2.52449], [2.73333, -0.94937, 3.29295], [3.98739, -1.22052, 2.75563], [4.29159, -0.84030, 1.45673], [3.34504, -0.18467, 0.68169], [1.43706, 1.28425, -1.40973], [1.57537, 0.19408, -2.27220], [1.83241, 0.39686, -3.62632], [1.96882, 1.68735, -4.10271], [1.86197, 2.77595, -3.23603], [1.58320, 2.58413, -1.89627], [-2.13321, 4.74812, 0.58272], [-0.84470, 5.83747, 2.39722], [1.17193, 4.74973, 3.31811], [1.92662, 2.57411, 2.42424], [0.80417, -0.08648, 2.94901], [2.50439, -1.23503, 4.31081], [4.73218, -1.72350, 3.35758], [5.27159, -1.04318, 1.04689], [3.59252, 0.12594, -0.32536], [1.58212, -0.81757, -1.87112], [1.93556, -0.44995, -4.29108], [2.17590, 1.85649, -5.15081], [1.99964, 3.77966, -3.61526], [1.49032, 3.43323, -1.23071], [-1.48424, -1.54754, -2.68751], [-0.78033, -2.79405, -1.65618], [-0.48588, -4.12195, -1.88454], [0.12718, -4.82159, -0.85292], [0.42847, -4.18536, 0.34546], [0.10987, -2.84841, 0.49704], [-0.49510, -2.18514, -0.49165], [-0.72264, -4.58661, -2.83117], [0.37486, -5.86627, -0.98651], [0.90895, -4.71696, 1.15369], [0.32779, -2.29656, 1.40092], [-4.45838, 0.13828, -1.06378], [-3.17816, -0.80134, -0.20782], [-3.30378, -0.39063, 1.55348], [-3.71987, -2.51944, -0.32332], [-5.40754, -0.04807, -0.55595], [-4.54173, -0.21614, -2.09134], [-4.26562, 1.20718, -1.05824], [-4.22344, -0.80850, 1.96611], [-3.31639, 0.69119, 1.68886], [-2.45447, -0.80771, 2.09486], [-4.71740, -2.58514, 0.11381], [-3.05192, -3.17140, 0.23994], [-3.75606, -2.84417, -1.36065]],
  "gap_ev": [7.4, 6.5],
  "e_homo_ev": [-14.171, -14.240],
  "multiplicity": 2,
  "e_above_lowest_kj_mol": 0.00,
  "charge": 2,
  "lumo_energy_ev": [-6.7604, -7.7040]
}



No. 2
{
  "formula": "C29H30N3O8S2",
  "method": "wB97M-V/def2-TZVPD",
  "elements": ["C", "N", "C", "C", "C", "C", "C", "C", "C", "C", "O", "N", "C", "C", "O", "N", "C", "C", "O", "C", "C", "H", "H", "H", "H", "H", "H", "H", "H", "H", "H", "H", "H", "H", "H", "H", "H", "H", "C", "O", "C", "S", "C", "C", "C", "C", "C", "C", "O", "O", "S", "C", "C", "C", "C", "C", "C", "O", "O", "H", "H", "H", "H", "H", "H", "H", "H", "H", "H", "H", "H", "H"],
  "coordinates": [[5.83463, 1.06391, -2.96772], [6.02313, 1.33806, -1.55334], [7.33277, 0.97966, -1.03435], [4.91078, 1.41389, -0.72921], [3.77122, 0.63526, -1.00848], [2.63909, 0.71220, -0.21816], [2.64963, 1.58975, 0.86983], [1.57181, 1.67797, 1.85033], [1.64571, 1.11260, 3.10764], [0.72720, 1.59502, 4.17112], [0.17504, 2.68390, 4.17559], [0.46261, 0.68292, 5.18947], [-0.41136, 1.09281, 6.26361], [1.01033, -0.60886, 5.28461], [0.74741, -1.38047, 6.19428], [1.88139, -0.98620, 4.26560], [2.48716, -2.28202, 4.43108], [2.37581, -0.14820, 3.26114], [3.25403, -0.55830, 2.51502], [3.74701, 2.42024, 1.12598], [4.90765, 2.27017, 0.40324], [5.04028, 1.71215, -3.36044], [6.77068, 1.29072, -3.48838], [5.55636, 0.01259, -3.15593], [7.42149, 1.25015, 0.02270], [7.53178, -0.10213, -1.14354], [8.08832, 1.51973, -1.61548], [3.78457, -0.07007, -1.83992], [1.72870, 0.12412, -0.39968], [1.09020, 2.64491, 1.86436], [-0.43491, 0.27610, 6.97910], [-0.00853, 1.99332, 6.72901], [-1.41975, 1.30827, 5.89874], [3.17544, -2.45185, 3.60829], [3.02731, -2.30957, 5.37921], [1.71801, -3.05408, 4.45349], [3.66321, 3.15000, 1.93312], [5.81546, 2.82662, 0.63993], [-2.78113, -0.09812, -0.59773], [-1.31088, 0.02912, -0.24939], [-0.85012, 1.29380, -0.19976], [-1.16274, 2.14756, 1.33061], [-2.76474, 2.56093, 1.96386], [-3.32964, 3.77300, 1.57088], [-4.56133, 4.12349, 2.09434], [-5.11247, 3.34808, 3.13629], [-4.42902, 2.23489, 3.65202], [-3.24330, 1.82924, 3.05076], [-0.80577, 1.11875, 2.30089], [-0.53938, 3.46704, 1.20892], [-1.37865, 2.33618, -1.61823], [0.14295, 2.92602, -2.30671], [0.28741, 4.28516, -2.58372], [1.52352, 4.71495, -3.07620], [2.53070, 3.79256, -3.35777], [2.28299, 2.42661, -3.24212], [1.08693, 1.98110, -2.69084], [-1.94481, 1.51649, -2.68281], [-2.15452, 3.45445, -1.10123], [-3.12581, -1.05212, -0.20232], [-3.34455, 0.74422, -0.16206], [-2.85465, -0.08521, -1.68945], [-2.82678, 4.38564, 0.83684], [-5.07690, 4.99111, 1.67867], [-6.08915, 3.61814, 3.55456], [-4.80109, 1.65013, 4.50076], [-2.69084, 0.97357, 3.41139], [-0.55213, 4.96170, -2.41055], [1.67580, 5.78102, -3.24182], [3.50205, 4.13346, -3.69231], [3.00539, 1.69091, -3.57634], [0.87639, 0.92056, -2.54086]],
  "gap_ev": 7.1,
  "e_homo_ev": -4.548,
  "multiplicity": 1,
  "charge": -1,
  "lumo_energy_ev": 2.5563
}



No. 3
{
  "formula": "C6H6N2O",
  "method": "wB97M-V/def2-TZVPD",
  "elements": ["C", "C", "C", "C", "C", "C", "N", "N", "O", "H", "H", "H", "H", "H", "H"],
  "coordinates": [[1.57853, 0.41936, 1.07716], [0.11352, 0.41368, 1.40511], [2.00641, -0.06620, -0.02492], [-0.48423, 0.34268, 0.19165], [1.17900, -0.66846, -1.15903], [-0.16844, 0.13479, -1.13525], [-3.77750, 0.10198, 0.21763], [-4.00249, -0.32419, -0.76669], [-3.58928, 0.50835, 1.25522], [2.08203, 0.81759, 1.94589], [-0.27246, 0.22578, 2.42294], [3.08551, -0.28097, -0.18712], [1.57508, -0.55129, -2.13441], [1.24095, -1.67746, -1.02129], [-0.56663, 0.60436, -2.08690]],
  "gap_ev": [8.3, 8.3],
  "e_homo_ev": [-8.184, -8.184],
  "multiplicity": 1,
  "e_above_lowest_kj_mol": 575.84,
  "charge": 0,
  "lumo_energy_ev": [0.0983, 0.0974],
  "smiles": "C1=CC=CCC=1.N#[N+][O-]"
}



No. 4
{
  "formula": "C10H15AsN3PPbS9Se4",
  "method": "wB97M-V/def2-TZVPD",
  "elements": ["Pb", "S", "As", "S", "S", "S", "Se", "Se", "Se", "Se", "C", "N", "C", "N", "C", "N", "C", "P", "C", "C", "H", "H", "H", "H", "H", "H", "H", "H", "H", "H", "H", "H", "C", "S", "C", "C", "S", "S", "C", "S", "S", "H", "H", "H"],
  "coordinates": [[-0.30560, -2.21893, -1.23602], [5.33713, 1.47707, 1.53526], [4.75245, -0.10224, 0.31593], [3.72638, -1.81570, 1.36018], [4.13522, 0.23773, -1.63779], [5.75311, -2.06511, 0.75005], [-2.97663, -2.80879, -0.85611], [-2.78276, -5.01517, -0.06100], [-1.30178, -4.79507, 1.70432], [0.70196, -4.29081, 0.61786], [-1.00683, 2.11809, 2.27091], [0.36913, 1.65872, 2.16293], [0.73715, 0.92172, 3.36548], [-0.17205, -0.18746, 3.66606], [-1.53351, 0.33021, 3.73948], [-1.96657, 1.04632, 2.54234], [-2.09299, 0.14647, 1.39529], [-0.48014, -0.67302, 0.97441], [0.57622, 0.85885, 0.96112], [-0.06195, -1.26549, 2.68415], [-1.28564, 2.61275, 1.33818], [-1.06367, 2.84079, 3.09048], [0.71438, 1.61511, 4.21096], [1.75077, 0.53375, 3.24586], [-1.58060, 1.02739, 4.58165], [-2.21994, -0.49963, 3.92364], [-2.43659, 0.70038, 0.51937], [-2.83124, -0.62901, 1.61159], [0.33323, 1.44358, 0.07302], [1.62064, 0.56310, 0.89363], [0.94834, -1.67615, 2.67722], [-0.74610, -2.07635, 2.94482], [1.72264, 1.81690, -4.09536], [0.14980, 2.63748, -4.48491], [-0.88177, 1.24583, -4.74739], [-1.33467, 0.40173, -3.78675], [-0.93617, 0.48365, -2.12418], [-2.39754, -0.87502, -4.39043], [-2.38744, -0.44166, -6.06987], [-3.23493, -1.24861, -7.22907], [-1.39914, 0.93382, -6.39429], [2.43571, 2.60395, -3.85556], [2.05905, 1.25238, -4.96203], [1.59293, 1.17646, -3.22541]],
  "gap_ev": 6.3,
  "e_homo_ev": -2.375,
  "multiplicity": 1,
  "charge": -2,
  "lumo_energy_ev": 3.9333
}



Total energy: -73395.2352; -73078.7539; -11340.4636; -449367.3598 (eV)
Molecular weight: 584.0; 612.7; 122.1; 1094.8 (g/mol)